{"formula": "C6H12LiO10P", "method": "ωB97M-V/def2-TZVPD", "charge": -2, "multiplicity": 1, "homo_energy_ev": 2.02, "orbital_gap_ev": 2.08, "species": ["Li", "P", "O", "O", "O", "O", "C", "O", "C", "O", "O", "C", "H", "H", "H", "H", "H", "H", "C", "O", "C", "O", "O", "C", "H", "H", "H", "H", "H", "H"], "positions_angstrom": [[-1.34414, -0.27892, -1.26527], [-3.41572, -0.55679, -1.46620], [-2.92178, 0.65815, -1.02043], [-2.46875, -0.72602, -2.75647], [-4.91195, -0.85280, -1.54462], [-2.58550, -1.30426, -0.54058], [-1.10098, 2.22727, -4.09062], [0.25313, 2.14601, -3.63026], [0.78369, 1.46465, -2.73989], [0.30279, 0.53555, -2.17142], [2.02477, 2.02016, -2.28612], [2.76543, 1.42718, -1.17135], [-1.66069, 1.72532, -3.31214], [-1.16183, 1.75408, -5.09225], [-1.52233, 3.26959, -4.07885], [2.04751, 1.51236, -0.35080], [3.66723, 1.94727, -1.01815], [2.92342, 0.40051, -1.41360], [-0.06309, -0.22494, 1.39847], [0.30455, -0.40592, 2.75421], [0.61910, -1.55586, 3.34285], [0.51735, -2.63366, 2.82713], [1.05266, -1.37872, 4.52746], [1.43006, -2.45462, 5.37300], [-0.06916, 0.86749, 1.20028], [-0.93045, -0.73106, 1.01384], [0.89525, -0.62392, 0.84802], [0.65913, -3.24563, 5.53079], [1.57944, -2.30498, 6.26777], [2.33084, -2.67750, 4.86518]], "forces_ev_per_a": [[0.228, 0.054, -0.917], [-4.399, -6.485, -6.857], [1.896, 15.249, 3.372], [-0.978, -0.437, -2.114], [0.377, 0.176, -0.309], [3.094, -8.157, 6.367], [-1.188, -0.521, 0.710], [1.244, 3.952, -3.429], [1.431, -1.118, 4.236], [0.259, -1.222, 0.774], [-0.184, 0.500, -1.632], [-3.689, -0.302, -1.074], [-0.867, -0.943, -0.283], [-0.071, 0.248, 0.875], [1.249, -0.632, -0.217], [0.650, -0.263, 0.442], [0.885, 0.872, -0.051], [0.307, -0.849, 0.138], [3.550, -0.500, -1.987], [-0.058, 0.921, 2.545], [-1.580, -0.851, -3.876], [0.093, -0.997, -0.437], [-0.029, 2.803, 4.445], [-2.340, -2.776, -9.167], [-0.361, -0.746, 0.449], [-0.900, -0.392, 0.203], [-1.908, 0.607, 0.302], [0.446, 0.086, -1.529], [1.832, 3.653, 8.904], [1.011, -1.932, 0.116]]}

***

{"formula": "C6H12MnN5O2SSe2Te2", "method": "ωB97M-V/def2-TZVPD", "charge": 0, "multiplicity": 5, "homo_energy_ev": [-7.92, -7.38], "orbital_gap_ev": [7.35, 4.99], "species": ["Mn", "N", "C", "C", "C", "O", "O", "H", "H", "H", "H", "H", "H", "Se", "Te", "Te", "Se", "C", "C", "N", "N", "C", "S", "N", "N", "H", "H", "H", "H", "H", "H"], "positions_angstrom": [[-0.24525, -0.07293, 0.72165], [1.37763, 1.20219, 0.81279], [1.22790, 2.67783, 0.77392], [-0.11232, 3.14216, 1.32785], [-1.22784, 2.72601, 0.37697], [-1.81347, 3.54638, -0.30489], [-1.45123, 1.44599, 0.32280], [1.84426, 0.92660, 1.67402], [1.99439, 0.89938, 0.05850], [1.31538, 2.99654, -0.26615], [2.05041, 3.13386, 1.32980], [-0.11494, 4.22699, 1.42012], [-0.27220, 2.70093, 2.31689], [0.93082, -2.05552, 1.07522], [3.43875, -1.66112, 1.21920], [4.03842, -1.62182, -1.42276], [2.58076, -0.00823, -2.39035], [-2.49019, -1.26158, -3.98720], [-2.87217, -1.57850, -2.59207], [-3.95607, -2.16969, -2.20642], [-3.85578, -2.19577, -0.83784], [-2.74155, -1.62655, -0.36410], [-2.26005, -1.42508, 1.23063], [-2.09809, -1.23883, -1.50331], [-0.86940, -0.58962, -1.49545], [-3.24450, -1.66757, -4.65563], [-1.51986, -1.69094, -4.23792], [-2.43422, -0.18175, -4.13177], [-4.58928, -2.59899, -0.28183], [-0.15464, -1.14365, -1.96593], [-0.96447, 0.32722, -1.92725]], "forces_ev_per_a": [[-0.679, 0.858, -0.192], [-0.037, 0.045, 0.132], [0.039, 0.044, -0.007], [0.022, -0.011, 0.039], [-0.050, -0.317, -0.066], [0.024, 0.137, 0.036], [0.113, -0.191, -0.013], [0.106, 0.001, -0.089], [0.070, -0.035, 0.065], [0.025, -0.009, -0.001], [-0.017, 0.040, -0.058], [0.020, -0.013, 0.010], [-0.026, 0.035, -0.023], [0.623, -0.603, 0.196], [-0.213, -0.054, -0.003], [0.157, -0.149, 0.078], [-0.204, 0.171, -0.107], [-0.043, -0.028, -0.006], [-0.154, -0.046, -0.064], [0.170, 0.051, 0.070], [0.001, 0.003, -0.078], [-0.006, 0.111, 0.232], [-0.055, -0.108, -0.195], [0.137, 0.031, 0.076], [0.058, -0.001, -0.224], [0.012, 0.003, -0.001], [0.005, -0.011, -0.001], [0.004, 0.005, -0.005], [-0.003, 0.014, -0.006], [-0.093, 0.027, 0.075], [-0.005, 0.001, 0.130]]}

***

{"formula": "C6H12N", "method": "ωB97M-V/def2-TZVPD", "charge": 0, "multiplicity": 2, "homo_energy_ev": [-3.23, -7.66], "orbital_gap_ev": [3.39, 7.96], "species": ["C", "C", "C", "C", "C", "C", "N", "H", "H", "H", "H", "H", "H", "H", "H", "H", "H", "H", "H"], "positions_angstrom": [[0.75584, 0.47601, -1.58637], [1.25594, -0.32561, -0.35495], [0.23937, -0.59981, 0.68226], [0.70166, -0.60981, 1.95290], [-2.20809, -0.81639, 1.03159], [-1.13687, -0.98332, 0.27976], [-0.00132, 1.74383, -1.25099], [-0.01931, -0.04186, -2.21952], [1.66636, 0.76211, -2.18537], [2.17806, 0.26269, 0.17370], [1.77194, -1.28820, -0.69696], [1.77405, -0.49260, 2.24632], [0.19318, -0.85560, 2.83908], [-2.25153, -0.64185, 2.12236], [-3.15815, -1.33145, 0.94633], [-1.09634, -1.40689, -0.66815], [0.63935, 2.42100, -0.76665], [-0.70963, 1.59243, -0.54774], [-0.59451, 2.13533, -1.99759]], "forces_ev_per_a": [[0.077, -0.732, -0.945], [2.521, 0.769, -0.138], [-0.995, -0.121, 0.656], [1.811, 0.207, 0.769], [-2.774, -1.247, 2.914], [3.167, 1.728, 0.712], [0.977, 0.733, 1.230], [1.202, -0.024, 0.628], [-1.180, -0.064, 0.251], [-2.205, -1.163, -1.358], [-0.650, 1.071, -0.167], [-0.725, 0.264, -0.918], [-1.376, -0.376, 0.622], [1.176, 0.803, -0.529], [-0.152, -0.054, -1.412], [-0.764, -0.796, -1.825], [-0.451, -0.059, -0.915], [-0.484, -1.155, 0.988], [0.824, 0.215, -0.564]]}

***

{"formula": "C6H12N", "method": "ωB97M-V/def2-TZVPD", "charge": 1, "multiplicity": 1, "homo_energy_ev": -13.81, "orbital_gap_ev": 9.82, "species": ["C", "C", "C", "C", "C", "C", "N", "H", "H", "H", "H", "H", "H", "H", "H", "H", "H", "H", "H"], "positions_angstrom": [[2.21823, 0.20737, 1.05604], [1.15860, -0.20375, 1.91222], [1.70202, 0.71038, -0.09207], [-0.05327, 0.08247, 1.37806], [-1.54936, 0.03830, 1.74496], [-0.93834, -0.68255, -2.68791], [0.27259, 0.63849, 0.04508], [3.18508, 0.10945, 1.26905], [1.30579, -0.67494, 2.89780], [2.15416, 0.90015, -1.01017], [-0.63909, -1.54303, -2.00995], [-1.64876, -0.33609, 2.77454], [-1.93056, -0.62772, 1.01489], [-1.85409, 1.00977, 1.54973], [-0.44253, 0.14893, -2.38617], [-1.94627, -0.38339, -2.76149], [-0.47825, -0.94303, -3.69597], [-0.24480, 1.49817, -0.32623], [-0.27115, 0.05102, -0.67241]], "forces_ev_per_a": [[-3.420, 0.986, -2.465], [-1.855, -0.366, 1.556], [0.453, -1.367, 2.125], [0.504, 0.305, 0.680], [3.554, -1.466, 0.285], [1.337, -3.486, -1.377], [-3.067, 0.531, -2.358], [3.776, -0.380, 0.692], [-0.166, 0.363, -0.680], [0.487, 0.659, -1.265], [-0.996, 0.857, -0.671], [-0.292, 0.379, -0.538], [-1.156, -0.796, -0.388], [-1.319, 1.801, 0.219], [1.845, 2.741, 0.705], [-1.357, -0.464, -0.043], [-0.879, 0.350, 1.183], [1.010, -0.318, 1.603], [1.543, -0.329, 0.738]]}

***

{"formula": "C6H12N", "method": "ωB97M-V/def2-TZVPD", "charge": 1, "multiplicity": 1, "homo_energy_ev": -14.55, "orbital_gap_ev": 11.57, "species": ["C", "C", "C", "C", "C", "C", "N", "H", "H", "H", "H", "H", "H", "H", "H", "H", "H", "H", "H"], "positions_angstrom": [[-2.17101, 0.55133, 0.47277], [-2.09644, -0.70204, 0.09959], [-0.92213, 0.06904, -0.10512], [1.50176, -1.31256, -0.46321], [1.22541, 1.25142, 0.21315], [0.58039, -0.02374, -0.37524], [-0.44123, 0.33149, -1.45967], [-2.77924, 1.36073, 0.85622], [-2.56656, -1.61042, -0.05291], [-0.45596, -0.69701, 2.21580], [2.24975, -1.17195, 0.25048], [2.03356, -1.42606, -1.45002], [0.91707, -2.19462, -0.19069], [0.96778, 2.20334, -0.28035], [0.95582, 1.40056, 1.24492], [2.34514, 1.39010, 0.07978], [-0.17537, -0.55464, 2.97293], [-0.40945, 1.26779, -1.80780], [-0.75928, -0.13274, -2.22061]], "forces_ev_per_a": [[0.026, -0.616, 0.217], [-0.345, 1.535, 0.861], [0.980, -0.900, -0.659], [-2.100, 0.922, -1.550], [1.861, 1.062, -1.446], [0.028, 0.448, 1.393], [1.803, 2.803, 0.725], [0.346, -0.092, 0.031], [-0.776, -1.556, -0.131], [0.840, 0.347, 2.250], [1.136, 0.203, 1.275], [-0.899, 0.212, 0.847], [0.183, 0.000, -0.332], [-0.809, -0.460, -0.106], [0.047, -0.342, 0.413], [-1.107, -1.083, 0.395], [-0.737, -0.405, -2.067], [0.343, 1.180, 0.422], [-0.823, -3.258, -2.538]]}

***

{"formula": "C6H12N2", "method": "ωB97M-V/def2-TZVPD", "charge": 0, "smiles": "Cc1c[nH]cn1.CC", "multiplicity": 1, "homo_energy_ev": -8.43, "orbital_gap_ev": 9.28, "species": ["C", "C", "C", "N", "C", "N", "H", "H", "H", "H", "H", "H", "C", "C", "H", "H", "H", "H", "H", "H"], "positions_angstrom": [[1.44491, -1.48244, -0.85356], [0.56594, -1.32906, 0.28644], [0.95965, -0.52115, 1.32193], [-0.12697, -0.50788, 2.20779], [-1.07808, -1.28576, 1.62844], [-0.71045, -1.72434, 0.40748], [1.54746, -0.40783, -1.37446], [1.24094, -2.26721, -1.59071], [2.52808, -1.89251, -0.53415], [1.79949, 0.00909, 1.31443], [-0.26911, 0.05460, 3.03541], [-1.88702, -1.37430, 2.21968], [-0.03700, 1.99388, -0.89507], [-1.33057, 1.16307, -1.01910], [0.09231, 2.46098, 0.12792], [0.83049, 1.38657, -1.13465], [-0.34733, 2.81278, -1.63131], [-1.77150, 0.68614, -0.15807], [-1.29394, 0.49539, -1.87517], [-2.15731, 1.72996, -1.48327]], "forces_ev_per_a": [[3.536, 0.336, -2.027], [0.327, 1.319, 0.939], [-4.027, -2.246, 0.352], [1.310, -0.057, -1.333], [3.039, 0.901, -2.243], [-1.389, -0.819, 2.284], [0.101, -2.681, 0.769], [-0.826, 0.499, 0.060], [-2.160, 1.483, -0.373], [3.180, 2.213, 0.803], [0.230, -0.254, -0.179], [-3.281, -0.930, 0.974], [-2.041, 1.320, 0.179], [-1.043, 0.315, -1.114], [-0.159, -0.524, -1.178], [0.114, 0.467, -0.223], [1.794, -0.740, 0.873], [0.384, -0.359, 0.260], [0.734, -0.964, 0.348], [0.179, 0.719, 0.831]]}

***

{"formula": "C6H12N2", "method": "ωB97M-V/def2-TZVPD", "charge": 0, "multiplicity": 1, "homo_energy_ev": -8.68, "orbital_gap_ev": 9.61, "species": ["C", "C", "C", "C", "C", "C", "H", "H", "H", "H", "H", "H", "H", "H", "H", "H", "H", "H", "N", "N"], "positions_angstrom": [[-0.20676, -0.47286, 1.96121], [-0.17723, -0.34484, 0.50536], [-0.15240, -1.57706, -0.48272], [-0.23061, -0.72102, -1.82984], [-0.23921, 0.66174, -1.18075], [0.85836, 0.61433, -0.17489], [0.69437, -1.04583, 2.21776], [-0.11397, 0.42083, 2.48413], [-1.05703, -0.92496, 2.41892], [0.71131, -2.23967, -0.39696], [-1.06029, -2.18050, -0.46756], [0.67220, -0.76054, -2.49604], [-1.12991, -1.03074, -2.51866], [-0.42907, 1.46137, -1.95832], [-1.41229, 1.23880, 0.53467], [1.71543, 0.08352, -0.53948], [0.30459, 2.62140, 0.06330], [1.33536, 1.86537, 1.52101], [-1.25589, 0.40094, -0.05713], [1.17304, 1.92971, 0.39600]], "forces_ev_per_a": [[1.572, -2.100, 0.382], [0.521, -0.930, -0.318], [-0.126, 0.799, -0.609], [0.094, -1.043, -1.050], [-2.702, 0.463, -1.868], [0.585, 0.152, 0.495], [-0.239, -0.167, 0.392], [0.275, 2.106, 0.566], [-0.803, -0.779, -0.169], [0.062, 0.241, 0.000], [0.052, 0.081, 0.581], [-0.607, -0.344, 0.677], [1.504, 0.971, 1.602], [0.351, -0.398, 1.244], [0.272, -0.455, -0.713], [1.079, 0.041, 0.023], [3.069, -2.183, 1.986], [-0.979, 0.527, -3.673], [-1.765, 1.937, -1.103], [-2.217, 1.082, 1.554]]}

***

{"formula": "C6H12N2", "method": "ωB97M-V/def2-TZVPD", "charge": 0, "smiles": "CC(C)=N/C=C(\\C)N", "multiplicity": 1, "homo_energy_ev": -6.85, "orbital_gap_ev": 7.81, "species": ["C", "C", "C", "N", "C", "C", "C", "N", "H", "H", "H", "H", "H", "H", "H", "H", "H", "H", "H", "H"], "positions_angstrom": [[-1.54002, -1.14427, 0.14616], [-0.07607, -1.08743, 0.52289], [0.22372, -1.47343, 1.94985], [0.92965, -1.22937, -0.36270], [0.74118, -0.34445, -1.34468], [0.37401, 0.94612, -0.95267], [1.14259, 1.69406, 0.11140], [-0.33552, 1.76336, -1.81646], [-2.05844, -0.24888, 0.50095], [-1.69749, -1.23687, -0.92856], [-2.02109, -2.00569, 0.62426], [1.29684, -1.58157, 2.11472], [-0.25324, -2.42584, 2.20573], [-0.16607, -0.70673, 2.62649], [0.66137, -0.69594, -2.37327], [1.68211, 2.54135, -0.33196], [1.87480, 1.06422, 0.61656], [0.46187, 2.09800, 0.86688], [-0.37558, 2.75584, -1.62333], [-0.86462, 1.31752, -2.55229]], "forces_ev_per_a": [[-0.035, 0.961, -0.020], [2.155, -2.000, -0.779], [-0.002, -0.080, -0.075], [-0.946, -0.530, 3.043], [-1.558, 1.626, -1.130], [0.836, -0.319, -1.493], [-0.635, -0.133, 0.574], [0.339, -0.165, 0.389], [-0.232, -0.083, -0.097], [0.173, 0.159, 0.048], [0.269, 0.078, 0.120], [-0.102, 0.122, -0.121], [-0.106, 0.113, 0.045], [-0.012, -0.079, 0.044], [0.227, 0.255, -0.106], [-0.167, -0.141, -0.123], [-0.183, -0.080, -0.135], [0.119, 0.127, 0.079], [-0.132, -0.395, -0.484], [-0.008, 0.565, 0.223]]}

***

{"formula": "C6H12N2", "method": "ωB97M-V/def2-TZVPD", "charge": 0, "multiplicity": 1, "homo_energy_ev": -8.81, "orbital_gap_ev": 9.80, "species": ["C", "C", "C", "C", "C", "C", "H", "H", "H", "H", "H", "H", "H", "H", "H", "H", "H", "H", "N", "N"], "positions_angstrom": [[-2.86479, 0.40232, -0.22940], [-1.39535, 0.16022, 0.26285], [0.37130, -0.69256, 0.43920], [1.68977, -1.16352, -0.03911], [1.23403, 1.36508, 0.18475], [0.01105, 0.72031, -0.05289], [-3.58819, 1.30266, 0.15266], [-2.70435, 0.54557, -1.33705], [-3.50553, -0.50603, -0.11865], [-1.52102, 0.08063, 1.33109], [-0.86353, -1.43485, -1.09286], [0.25251, -0.50869, 1.53416], [2.67397, -1.45012, 0.79322], [1.89559, -1.65235, -0.92093], [3.09652, 0.59998, -0.34538], [1.43412, 1.57101, 1.28691], [1.61178, 2.39066, -0.29836], [0.24915, 0.21884, -0.99060], [-1.09427, -1.17817, -0.00185], [2.05041, 0.33411, -0.48195]], "forces_ev_per_a": [[-0.945, 2.290, -1.632], [-4.052, 2.117, 1.135], [-3.032, -2.089, 2.824], [4.388, 4.450, 3.353], [3.985, 4.169, 1.101], [-2.920, -3.943, -2.497], [2.376, -1.874, -0.661], [-0.791, 0.026, 0.799], [0.980, 0.493, 0.172], [0.183, 0.673, 0.926], [-1.198, 1.332, 2.937], [0.747, -1.364, -0.280], [-3.592, 0.346, -2.076], [-0.413, -1.737, -1.680], [-2.272, -0.998, -0.305], [-0.078, -0.621, -0.870], [-1.450, -2.031, 0.550], [-1.382, 1.760, -2.042], [4.584, -3.269, -2.420], [4.883, 0.272, 0.666]]}

***

{"formula": "C6H12N2", "method": "ωB97M-V/def2-TZVPD", "charge": 0, "smiles": "C[C@@H]1[C@H]2N[C@@H]2CN1C", "multiplicity": 1, "homo_energy_ev": -8.26, "orbital_gap_ev": 9.14, "species": ["C", "C", "C", "N", "C", "C", "N", "C", "H", "H", "H", "H", "H", "H", "H", "H", "H", "H", "H", "H"], "positions_angstrom": [[0.92815, -1.41474, -1.55262], [0.40053, -0.07355, -0.76051], [1.37865, 0.43200, 0.25298], [1.34817, 1.85089, 0.96941], [0.05184, 1.35782, 0.92394], [-0.75131, 0.05920, 1.28633], [-0.75549, -0.68306, -0.02216], [-2.02425, -1.04654, -0.67897], [0.07296, -1.94223, -2.17979], [1.76980, -1.29009, -2.30712], [1.09554, -1.77122, -0.41451], [-0.02892, 0.61652, -1.32533], [1.47753, -0.15476, 1.26555], [1.43660, 2.44971, 0.20544], [-0.61451, 1.82075, 0.15894], [-1.84791, 0.31013, 1.63219], [-0.00745, -0.47960, 2.14778], [-1.78256, -2.05861, -1.24351], [-3.12660, -1.20966, 0.04514], [-2.49491, -0.35095, -1.44248]], "forces_ev_per_a": [[-0.752, 0.970, 1.470], [0.832, -5.091, -0.656], [-0.828, 0.931, 3.770], [0.099, -2.874, 0.492], [-1.878, -0.933, -1.839], [0.558, 0.027, 2.948], [-0.870, 1.275, 2.844], [-2.258, -1.711, -0.153], [1.601, 0.985, 1.873], [-0.624, -0.056, 1.615], [0.509, -1.278, -3.425], [-1.008, 3.362, -3.094], [0.528, 0.039, -3.052], [0.066, 2.100, -1.091], [0.724, 0.108, 0.394], [2.225, -0.709, -0.390], [-2.992, 0.915, -1.903], [-1.051, 1.943, 1.187], [4.000, 0.223, -1.575], [1.117, -0.228, 0.585]]}